Here is the molecule C8H12 in a non-equilibrium geometry from the Open Molecules 2025 dataset. Energies are from ωB97M-V/def2-TZVPD.

As for the energy above the lowest of the compared OMol25 structures with the same formula, charge and spin: 87.3 kJ/mol. The value obtained for the HOMO energy is -8.67 eV. As for the spin multiplicity: 1. The electronic energy comes out at -311.9531 Eh. Its SMILES is C=C(C)C(=C)/C=C/C. The HOMO-LUMO gap comes out at 9.708 eV.

Geometry as XYZ:
```
20
Properties=species:S:1:pos:R:3:mulliken_charge:R:1
C 2.4558 -0.8540 -0.3445 -0.952
C 1.3112 -1.0257 0.2911 0.415
C 0.9140 -2.3656 0.8869 -1.179
C 0.3565 0.0757 0.5859 0.368
C 0.3232 0.7130 1.7490 -0.984
C -0.4755 0.5297 -0.5551 -0.247
C -1.6335 1.1758 -0.4577 0.010
C -2.3805 1.7397 -1.6170 -1.242
H 3.2414 -1.5886 -0.4732 0.311
H 2.6590 0.0657 -0.8925 0.284
H 1.0099 -2.3724 1.9769 0.270
H 1.5141 -3.1736 0.4792 0.394
H -0.1513 -2.4895 0.6932 0.318
H -0.2331 1.6268 1.9210 0.355
H 0.8247 0.3523 2.6332 0.293
H -0.0193 0.4900 -1.5441 0.252
H -2.0961 1.2817 0.5171 0.396
H -2.1427 2.8028 -1.7726 0.274
H -3.4637 1.7055 -1.5288 0.328
H -2.0140 1.3106 -2.5480 0.336
```